Run a
Density functional theory data (ωB97M-V/def2-TZVPD) for 2 unconnected molecules or ions with the total composition C4H6N2O2.

- Frontier orbital gap: 8.79 eV

Each atom is followed by the atoms it is bonded to, with distances in Å.
Cartesian coordinates (Å):
1 C 0.75663 0.43906 0.35496  C4 1.472, N5 1.328, C9 1.412
2 O 1.90793 -1.57435 0.77231  H3 0.992, C4 1.354
3 H 2.22880 -2.39719 0.32065  O2 0.992
4 C 1.11250 -0.91468 -0.10187  C1 1.472, O2 1.354, O6 1.220
5 N 1.18536 0.86731 1.53673  C1 1.328, H8 1.023, H14 1.015
6 O 0.85886 -1.33011 -1.22051  C4 1.220
7 N -3.96498 -0.18841 -1.89727  C13 1.154
8 H 1.34931 -0.04515 1.96980  N5 1.023
9 C -0.01606 1.16581 -0.57683  C1 1.412, H10 1.105, H12 1.024
10 H -0.08758 0.68780 -1.57043  C9 1.105
11 H -2.46327 -0.20742 -0.21138  C13 1.110
12 H -0.62314 1.93232 -0.27148  C9 1.024
13 C -3.14102 -0.16624 -1.08939  N7 1.154, H11 1.110
14 H 0.89666 1.73128 1.98472  N5 1.015

Results of the natural (NBO) charge analysis, in e, for atoms 1 through 4: atom 1 (C): 0.0526, atom 2 (O): -0.7009, atom 3 (H): 0.5151, atom 4 (C): 0.7333

Run b
Density functional theory data (ωB97M-V/def2-TZVPD) for a single C4H6N2O2 molecule.

- Frontier orbital gap: 9.98 eV

Each atom is followed by the atoms it is bonded to, with distances in Å.
Cartesian coordinates (Å):
1 C 0.22575 -2.28609 -0.90333  N3 1.464, H6 1.113, H9 1.045, H11 1.041
2 H -1.15468 2.31392 1.56801  C12 1.183
3 N -0.09716 -1.34800 0.17329  C1 1.464, C5 1.338, H7 1.127
4 C 0.07639 1.94895 -0.48954  C12 1.559, N13 1.367, O14 1.223
5 C 0.13107 -0.02989 0.15698  N3 1.338, O10 1.296, N13 1.329
6 H -0.49873 -3.12880 -0.84706  C1 1.113
7 H -0.56390 -1.71416 1.13117  N3 1.127
8 H 0.63042 2.47656 1.58163  C12 1.085
9 H 1.16908 -2.73078 -0.84388  C1 1.045
10 O -0.10907 0.58716 1.27155  C5 1.296, C12 1.378
11 H 0.06859 -1.68613 -1.73943  C1 1.041
12 C -0.15514 1.94691 1.05198  H2 1.183, C4 1.559, H8 1.085, O10 1.378
13 N 0.29998 0.68232 -0.95247  C4 1.367, C5 1.329
14 O -0.02262 2.96805 -1.15889  C4 1.223

Results of the natural (NBO) charge analysis, in e, for atoms 1 through 4: atom 1 (C): -0.3966, atom 2 (H): 0.2160, atom 3 (N): -0.5817, atom 4 (C): 0.6088

Most stable: run b. Least stable: run a.

Run a
Density functional theory data (ωB97M-V/def2-TZVPD) for a single C4H6N2O2 molecule.

- Frontier orbital gap: 10.38 eV

Each atom is followed by the atoms it is bonded to, with distances in Å.
Cartesian coordinates (Å):
1 N -0.00788 -0.87985 -1.80497  H9 1.036, C10 1.373, O11 1.406
2 H 2.06868 0.40996 0.13176  C5 1.110
3 N -0.07900 1.45403 1.12331  C6 1.495, C12 1.485, H13 1.009
4 H 1.43206 -1.28556 0.35413  C5 1.094
5 C 1.28309 -0.32333 -0.14505  H2 1.110, H4 1.094, C6 1.541, O11 1.415
6 C -0.09543 0.22405 0.27324  N3 1.495, C5 1.541, C10 1.584, C12 1.444
7 H -1.59558 0.07358 1.92440  C12 1.082
8 H 0.11845 -0.35873 2.36156  C12 1.108
9 H -0.10156 -0.88536 -2.83660  N1 1.036
10 C -0.87065 -0.10647 -1.06742  N1 1.373, C6 1.584, O14 1.213
11 O 1.33742 -0.56990 -1.53722  N1 1.406, C5 1.415
12 C -0.55432 0.14571 1.64016  N3 1.485, C6 1.444, H7 1.082, H8 1.108
13 H -0.89867 2.00314 0.91310  N3 1.009
14 O -2.03661 0.09872 -1.33042  C10 1.213

Results of the natural (NBO) charge analysis, in e, for atoms 1 through 4: atom 1 (N): -0.3465, atom 2 (H): 0.2182, atom 3 (N): -0.5540, atom 4 (H): 0.1776

Run b
Density functional theory data (ωB97M-V/def2-TZVPD) for a single C4H6N2O2 molecule.

- Frontier orbital gap: 7.95 eV

Each atom is followed by the atoms it is bonded to, with distances in Å.
Cartesian coordinates (Å):
1 H -1.46178 -2.20957 0.63644  N9 1.224
2 H 2.01107 1.73758 0.29928  C13 1.030
3 C 1.10894 -0.24912 0.16097  C8 1.458, O11 1.373, C13 1.353
4 H 2.96728 -0.58908 0.27820  O11 1.018
5 O -2.22202 0.93753 -0.41929  C6 1.319, H12 0.951
6 C -0.95810 0.66950 -0.15422  O5 1.319, C8 1.426, N10 1.395
7 H -0.42158 2.68170 0.71029  N10 1.227
8 C -0.27000 -0.57873 -0.17816  C3 1.458, C6 1.426, N9 1.379
9 N -1.00814 -1.72431 -0.39110  H1 1.224, C8 1.379, H14 1.117
10 N -0.06085 1.72039 0.03813  C6 1.395, H7 1.227, C13 1.423
11 O 2.13580 -1.16029 0.14475  C3 1.373, H4 1.018
12 H -2.71268 0.12508 -0.48044  O5 0.951
13 C 1.20621 1.09938 0.22104  H2 1.030, C3 1.353, N10 1.423
14 H -0.31416 -2.46006 -0.86590  N9 1.117

Results of the natural (NBO) charge analysis, in e, for atoms 1 through 4: atom 1 (H): 0.3543, atom 2 (H): 0.1980, atom 3 (C): 0.2397, atom 4 (H): 0.4812

Run c
Density functional theory data (ωB97M-V/def2-TZVPD) for a single C4H6N2O2 molecule.

- Frontier orbital gap: 10.33 eV

Each atom is followed by the atoms it is bonded to, with distances in Å.
Cartesian coordinates (Å):
1 H -0.59756 1.54538 -1.33142  C4 1.130
2 H -2.09153 1.17799 0.30391  C5 1.100
3 O -2.31155 -1.60859 -0.08237  C10 1.220
4 C -0.13983 1.15680 -0.37401  H1 1.130, C5 1.537, N12 1.463, H14 1.080
5 C -1.22394 0.53705 0.52153  H2 1.100, C4 1.537, H6 1.070, C10 1.488
6 H -0.97508 0.64645 1.55625  C5 1.070
7 H 1.58896 -2.20805 -0.06043  N8 1.037
8 N 2.22413 -1.47098 0.29887  H7 1.037, C9 1.319
9 C 1.74091 -0.27090 0.04246  N8 1.319, N12 1.389, H13 1.078
10 C -1.37115 -0.83194 -0.04207  O3 1.220, C5 1.488, O11 1.351
11 O -0.18909 -1.15738 -0.60896  C10 1.351, N12 1.401
12 N 0.62903 -0.02867 -0.75318  C4 1.463, C9 1.389, O11 1.401
13 H 2.25721 0.59479 0.42550  C9 1.078
14 H 0.45947 1.91804 0.10392  C4 1.080

Results of the natural (NBO) charge analysis, in e, for atoms 1 through 4: atom 1 (H): 0.2085, atom 2 (H): 0.2507, atom 3 (O): -0.5293, atom 4 (C): -0.2337

Most stable: run c. Least stable: run a.

Run a
Density functional theory data (ωB97M-V/def2-TZVPD) for a single C4H6N2O2 molecule.

- Frontier orbital gap: 8.70 eV

Each atom is followed by the atoms it is bonded to, with distances in Å.
Cartesian coordinates (Å):
1 H -0.25049 2.03491 -0.90104  C3 1.101
2 H 1.36946 -0.28002 -1.55676  N10 1.011
3 C -0.80560 1.16323 -1.28035  H1 1.101, H7 1.091, H8 1.087, N11 1.454
4 H -0.65170 -1.10785 2.66382  C14 1.084
5 C -0.84157 -0.08396 0.80119  H6 1.079, N11 1.414, C14 1.349
6 H -1.71511 0.48649 1.07666  C5 1.079
7 H -0.57659 1.02110 -2.33715  C3 1.091
8 H -1.87150 1.35230 -1.17662  C3 1.087
9 O 0.82009 -1.67846 1.34637  C13 1.530, C14 1.352
10 N 0.91011 -0.33521 -0.65838  H2 1.011, N11 1.431, C13 1.349
11 N -0.49235 -0.06516 -0.56890  C3 1.454, C5 1.414, N10 1.431
12 O 2.79646 -0.73643 0.54679  C13 1.189
13 C 1.61691 -0.77565 0.40299  O9 1.530, N10 1.349, O12 1.189
14 C -0.30811 -0.99529 1.64139  H4 1.084, C5 1.349, O9 1.352

Results of the natural (NBO) charge analysis, in e, for atoms 1 through 4: atom 1 (H): 0.1844, atom 2 (H): 0.4209, atom 3 (C): -0.4133, atom 4 (H): 0.1966

Run b
Density functional theory data (ωB97M-V/def2-TZVPD) for 2 unconnected molecules or ions with the total composition C4H6N2O2.

- Frontier orbital gap: 8.69 eV

Each atom is followed by the atoms it is bonded to, with distances in Å.
Cartesian coordinates (Å):
1 C -0.73430 0.07315 1.39222  C5 1.528, N6 1.278, O13 1.363
2 O 1.61270 0.56167 -2.63965  C8 1.300
3 H 1.30172 -0.39153 1.04040  C5 1.204
4 N 0.23253 -0.03658 -0.93858  C5 1.386, C8 1.466, C14 1.389
5 C 0.29316 -0.44221 0.38566  C1 1.528, H3 1.204, N4 1.386, C14 1.550
6 N -1.89839 0.51304 1.10158  C1 1.278, H12 0.948
7 H 1.92848 1.23297 -0.30470  C8 1.301
8 C 1.49807 0.58098 -1.34492  O2 1.300, N4 1.466, H7 1.301
9 H -1.32172 -1.47811 -0.91258  C14 1.089
10 H 0.23978 -2.39385 -0.99275  C14 1.199
11 H -2.46574 -0.16850 -0.25579  no bonds
12 H -2.59456 0.47235 1.74355  N6 0.948
13 O -0.39361 0.19754 2.70569  C1 1.363
14 C -0.25353 -1.32562 -0.76420  N4 1.389, C5 1.550, H9 1.089, H10 1.199

Results of the natural (NBO) charge analysis, in e, for atoms 1 through 4: atom 1 (C): 0.5861, atom 2 (O): -0.5288, atom 3 (H): 0.2576, atom 4 (N): -0.4555

Run c
Density functional theory data (ωB97M-V/def2-TZVPD) for a single C4H6N2O2 molecule.

- Frontier orbital gap: 9.45 eV

Each atom is followed by the atoms it is bonded to, with distances in Å.
Cartesian coordinates (Å):
1 H 1.16214 -0.81586 1.64051  C13 1.053
2 C 1.46782 0.95357 0.40008  O3 1.363, H11 1.100, C13 1.376
3 O 1.12904 1.61341 -0.74285  C2 1.363, C6 1.414
4 H -0.83641 1.43583 -0.74460  C6 1.094
5 H -0.18062 1.46738 -2.36343  C6 1.086
6 C -0.01582 1.06703 -1.36720  O3 1.414, H4 1.094, H5 1.086, O12 1.455
7 N -1.80097 -1.57585 1.33283  H8 1.066, C9 1.293
8 H -1.28204 -1.23734 2.20015  N7 1.066
9 C -1.21181 -1.32620 0.20901  N7 1.293, H10 1.127, N14 1.393
10 H -1.81243 -1.58296 -0.70887  C9 1.127
11 H 2.20313 1.53807 0.97186  C2 1.100
12 O 0.14684 -0.37819 -1.42306  C6 1.455, N14 1.364
13 C 0.97647 -0.28242 0.75218  H1 1.053, C2 1.376, N14 1.424
14 N 0.05466 -0.87648 -0.15661  C9 1.393, O12 1.364, C13 1.424

Results of the natural (NBO) charge analysis, in e, for atoms 1 through 4: atom 1 (H): 0.2272, atom 2 (C): 0.1018, atom 3 (O): -0.4949, atom 4 (H): 0.1621

Run d
Density functional theory data (ωB97M-V/def2-TZVPD) for a single C4H6N2O2 molecule.

- Frontier orbital gap: 9.19 eV

Each atom is followed by the atoms it is bonded to, with distances in Å.
Cartesian coordinates (Å):
1 N 0.17343 0.83263 -1.33317  C12 1.272, N14 1.370
2 H -0.33480 -2.11990 0.00194  C6 1.032
3 C -1.56523 0.67328 0.26112  H4 1.082, O7 1.282, N14 1.329
4 H -2.54067 1.07617 0.49937  C3 1.082
5 H 2.26891 0.61002 -1.93109  C12 1.230
6 C -0.32680 -1.41606 0.75654  H2 1.032, O7 1.537, H9 1.220, C13 1.532
7 O -1.59568 -0.58534 0.50436  C3 1.282, C6 1.537
8 H 0.48817 0.56759 1.55490  C13 1.178
9 H -0.58050 -1.87706 1.85706  C6 1.220
10 H 1.41668 -1.05619 1.83255  C13 1.117
11 O 1.83215 -0.40725 -0.07093  C12 1.420, C13 1.541
12 C 1.35233 0.39475 -1.14002  N1 1.272, H5 1.230, O11 1.420
13 C 0.82491 -0.46329 1.09372  C6 1.532, H8 1.178, H10 1.117, O11 1.541
14 N -0.79070 1.39708 -0.53974  N1 1.370, C3 1.329

Results of the natural (NBO) charge analysis, in e, for atoms 1 through 4: atom 1 (N): -0.3798, atom 2 (H): 0.2221, atom 3 (C): 0.3538, atom 4 (H): 0.1764

Most stable: run a. Least stable: run b.

Run a
Density functional theory data (ωB97M-V/def2-TZVPD) for a single C4H6N2O2 molecule.

- Frontier orbital gap: 10.28 eV

Each atom is followed by the atoms it is bonded to, with distances in Å.
Cartesian coordinates (Å):
1 C -3.64228 0.57612 -0.03819  H3 1.093, N6 1.425, H9 1.092, H10 1.093
2 C 1.37808 0.40425 -0.02254  N5 1.435, O12 1.334, O13 1.189
3 H -3.51053 1.40530 -0.73861  C1 1.093
4 H 3.62737 -0.83357 -0.98575  C7 1.092
5 N -0.05307 0.31981 0.04141  C2 1.435, C14 1.223
6 N -2.44991 -0.18424 0.13577  C1 1.425, C14 1.229
7 C 3.26312 -0.98777 0.03245  H4 1.092, H8 1.089, H11 1.088, O12 1.420
8 H 3.74189 -0.27486 0.70157  C7 1.089
9 H -4.40997 -0.09945 -0.41997  C1 1.092
10 H -3.97442 0.97895 0.92258  C1 1.093
11 H 3.46416 -2.00841 0.34957  C7 1.088
12 O 1.85216 -0.83854 0.07828  C2 1.334, C7 1.420
13 O 1.97194 1.42820 -0.13648  C2 1.189
14 C -1.25854 0.11424 0.07990  N5 1.223, N6 1.229

Results of the natural (NBO) charge analysis, in e, for atoms 1 through 4: atom 1 (C): -0.4076, atom 2 (C): 0.9203, atom 3 (H): 0.1942, atom 4 (H): 0.1905

Run b
Density functional theory data (ωB97M-V/def2-TZVPD) for a single C4H6N2O2 molecule.

- Frontier orbital gap: 7.41 eV

Each atom is followed by the atoms it is bonded to, with distances in Å.
Cartesian coordinates (Å):
1 H -2.85378 -0.64007 -0.91665  C4 1.097
2 C -1.20954 0.38085 -0.24699  C4 1.454, N5 1.404, N6 1.393
3 H 2.86736 -1.46452 -0.36155  C8 0.998
4 C -1.90230 -0.88448 -0.42876  H1 1.097, C2 1.454, O14 1.438
5 N -1.99561 1.52307 -0.02399  C2 1.404, H7 1.130
6 N 0.07993 0.16536 0.23288  C2 1.393, O9 1.494, C13 1.400
7 H -1.71872 2.46670 0.53305  N5 1.130
8 C 2.40820 -0.60436 -0.15049  H3 0.998, H12 1.177, C13 1.405
9 O 0.78839 1.46606 0.03600  N6 1.494, H10 1.106
10 H 0.67619 1.61336 1.12602  O9 1.106
11 H 0.52738 -1.70312 -0.43118  C13 1.074
12 H 2.89799 0.41888 0.16291  C8 1.177
13 C 1.02411 -0.82627 -0.05898  N6 1.400, C8 1.405, H11 1.074
14 O -1.58959 -1.91146 0.52772  C4 1.438

Results of the natural (NBO) charge analysis, in e, for atoms 1 through 4: atom 1 (H): 0.2014, atom 2 (C): 0.3051, atom 3 (H): 0.1970, atom 4 (C): 0.3072

Most stable: run a. Least stable: run b.